Entry from the Open Molecules 2025 dataset: a cluster of 15 separate species, C72H178B3F12N11O26 in total at a distorted geometry (ωB97M-V/def2-TZVPD).

```
302
Properties=species:S:1:pos:R:3:forces:R:3
C 5.316495 1.691909 -14.990843 -3.2 -0.9 -0.6
C 5.352398 2.706826 -14.052418 5.3 -0.2 1.0
C 4.147936 3.205508 -13.291025 0.2 3.6 0.8
O 4.135483 4.336746 -12.708267 1.2 -0.7 -0.7
C 2.985191 2.511110 -13.314020 -1.9 -4.0 -2.8
C 2.886503 1.330789 -14.186755 -1.2 0.4 1.9
C 4.079916 0.977911 -15.131561 0.7 0.7 0.9
O 3.878876 0.011959 -15.855806 -0.2 -1.1 -1.1
O 1.878120 0.521895 -14.183626 1.7 1.7 -0.2
O 6.574875 3.060093 -13.752218 -2.8 1.0 0.1
H 6.219073 1.325382 -15.457128 0.0 0.1 0.0
H 2.070801 2.944197 -12.936229 0.0 -0.1 0.5
C 5.712806 -3.817001 -22.302869 0.5 -1.2 -0.5
O 7.065646 -3.883552 -21.726831 -0.9 1.2 0.1
C 7.436794 -2.647638 -21.085951 -1.0 -0.5 0.5
C 8.653499 -2.679040 -20.169933 0.6 -0.2 -1.6
N 8.885325 -3.989360 -19.438733 -1.9 0.7 1.5
H 9.248618 -4.720905 -20.032841 -0.1 -0.1 -0.7
H 9.619734 -3.816271 -18.767326 0.5 0.3 0.5
C 7.673891 -4.624894 -18.629182 0.1 0.3 -0.1
C 7.061657 -3.694180 -17.520764 0.3 0.0 -1.9
O 6.717720 -2.413977 -18.098343 0.7 -1.0 0.6
C 6.788204 -1.395151 -17.131551 0.7 0.8 0.6
H 5.478428 -3.022238 -23.011044 0.7 0.5 0.2
H 4.872077 -3.892582 -21.613259 0.4 0.3 0.8
H 5.589515 -4.720813 -22.899543 0.4 -0.1 0.0
H 6.636752 -2.335580 -20.414647 -0.5 0.0 -0.3
H 7.626159 -1.851180 -21.805602 -0.1 0.0 -0.2
H 8.601628 -1.799176 -19.528634 -0.1 -0.6 0.6
H 9.531213 -2.459299 -20.777748 0.4 -0.7 0.1
H 8.110755 -5.504678 -18.156719 0.1 0.1 0.2
H 6.960909 -5.039550 -19.341808 0.1 0.6 -0.3
H 7.822640 -3.722462 -16.740896 0.0 1.0 0.3
H 6.117682 -4.050939 -17.108791 0.2 -0.8 0.0
H 6.228420 -1.601913 -16.219409 -0.7 0.0 -0.2
H 6.504416 -0.450591 -17.595623 -0.5 -0.2 0.1
H 7.800973 -1.221399 -16.767922 0.5 -0.2 -0.2
C -0.185639 2.623301 -10.650989 1.1 1.2 1.5
O -0.980028 3.587043 -11.309239 -1.4 -3.0 -0.2
C -0.519021 4.845016 -11.147434 -0.3 2.8 -0.4
C -1.336253 5.745795 -10.244308 -1.7 1.5 1.5
N -1.527534 5.278017 -8.798659 1.7 1.0 -0.9
H -2.065874 4.423461 -8.803127 -0.4 -0.2 0.6
H -0.573856 5.076932 -8.533775 0.5 -0.5 0.7
C -2.080726 6.282607 -7.795746 -0.8 -0.1 -0.1
C -2.240357 5.611076 -6.421609 0.0 0.1 -1.3
O -2.933753 4.436571 -6.725975 -0.5 -1.9 1.5
C -3.106729 3.584235 -5.507591 -0.7 0.1 -1.6
H 0.805935 2.739784 -11.088364 0.3 -1.0 -0.1
H -0.574603 1.614461 -10.512975 -0.3 0.2 -0.9
H -0.037064 3.005507 -9.641066 0.2 -0.3 0.4
H -0.642675 5.238180 -12.156503 0.3 0.9 0.0
H 0.505654 5.033048 -10.826843 0.4 -0.9 -0.1
H -2.354471 6.020504 -10.519759 -0.1 -0.6 -0.7
H -0.868590 6.723723 -10.130116 0.5 -0.2 -0.2
H -3.050629 6.538139 -8.222484 -0.3 -0.2 0.4
H -1.588061 7.253444 -7.742372 0.9 -0.5 -0.3
H -2.817882 6.316649 -5.824332 0.0 -0.1 0.4
H -1.318604 5.290414 -5.936175 0.4 0.8 0.0
H -3.239859 2.547496 -5.816709 0.2 0.1 -0.5
H -4.074321 3.841879 -5.076912 0.4 0.4 0.5
H -2.233723 3.597768 -4.855071 -0.2 0.5 0.1
C 8.867516 2.004939 -20.756597 -2.3 0.8 0.8
O 9.186882 2.717783 -19.545094 1.5 -1.1 -0.7
C 8.153422 3.128439 -18.716883 -0.5 2.0 -0.3
C 8.461519 2.858939 -17.232108 0.5 -1.3 -1.9
N 9.740175 3.501249 -16.960413 1.8 1.5 1.0
H 10.418761 3.437711 -17.705789 0.1 -0.4 -1.0
H 9.564994 4.492641 -16.879393 0.3 0.6 0.3
C 10.513967 2.945773 -15.727398 -1.5 -0.2 -1.1
C 11.684280 3.714067 -15.268005 0.9 1.7 -0.7
O 12.454650 4.040384 -16.425124 1.5 -0.3 0.7
C 13.687908 4.800474 -16.054992 -0.9 0.1 -0.3
H 9.414251 2.242518 -21.669151 1.1 -0.2 0.8
H 7.900458 2.430803 -21.024052 -0.6 -0.3 -0.3
H 8.670003 0.958124 -20.525842 0.7 -0.2 -0.3
H 7.136160 2.961970 -19.071212 -0.1 -1.2 0.2
H 8.148191 4.199255 -18.920419 0.0 0.9 0.8
H 8.748957 1.808105 -17.196895 -0.7 -0.4 0.6
H 7.724174 3.206538 -16.508511 -0.1 -0.3 -0.1
H 10.933982 2.030282 -16.143990 -0.8 -0.7 0.6
H 9.672832 2.982772 -15.035144 0.6 -1.1 0.7
H 12.234348 3.098097 -14.556600 0.0 -0.2 0.1
H 11.398648 4.639931 -14.768720 -0.1 0.2 0.3
H 14.226718 4.467764 -15.167817 -0.9 -0.2 0.5
H 13.294767 5.814961 -15.989035 0.7 0.2 0.4
H 14.517047 4.756552 -16.761169 -0.8 -0.2 -0.9
C -2.204247 -2.129254 -14.197015 -1.3 0.5 0.2
O -2.143474 -0.856511 -14.888050 2.1 -2.3 -0.8
C -2.811209 0.158475 -14.266851 -0.2 0.8 0.9
C -1.865783 0.897183 -13.303734 0.9 0.3 -0.8
N -0.692333 1.480443 -14.186277 -3.0 0.8 1.6
H 0.180774 1.368516 -13.691033 1.0 0.0 0.2
H -0.616679 0.804120 -14.932578 0.2 0.0 -0.9
C -0.869118 2.951275 -14.654220 1.6 -2.5 0.1
C 0.171749 3.117702 -15.772065 -0.8 1.5 -1.4
O 0.472103 1.941503 -16.464345 -0.8 -1.3 1.6
C 1.440073 1.986498 -17.489929 -0.8 1.1 0.9
H -1.950055 -2.058669 -13.139416 0.3 0.3 0.1
H -1.638496 -2.951667 -14.634806 0.2 0.6 -0.5
H -3.255557 -2.415332 -14.229016 -0.1 -0.3 0.0
H -3.653211 -0.261341 -13.716489 -0.4 0.5 0.0
H -3.112280 0.817745 -15.080988 -0.5 0.2 0.3
H -1.375008 0.188332 -12.636822 0.0 -0.1 0.0
H -2.322166 1.673380 -12.689446 0.1 0.2 -0.3
H -0.597929 3.552298 -13.786270 -0.4 0.0 -0.1
H -1.867449 3.158133 -15.039766 0.0 -0.4 0.4
H 1.005101 3.762522 -15.493070 0.8 -0.7 0.5
H -0.372807 3.784259 -16.440838 -0.1 0.3 -0.7
H 0.974885 2.722265 -18.145928 0.9 0.1 -1.0
H 1.553013 1.004344 -17.948959 -0.2 0.1 0.3
H 2.367459 2.300225 -17.010726 0.4 0.1 -0.5
C 10.475719 6.130976 -11.984182 0.8 -0.8 -1.2
O 9.634694 6.200994 -13.186005 2.4 0.6 -0.6
C 8.283599 6.096074 -12.974311 0.3 -0.7 2.6
C 7.537594 6.137135 -14.229839 -1.3 0.6 -1.0
N 7.836202 7.445887 -14.922586 -1.2 -0.6 -1.0
H 8.791547 7.674326 -14.687580 0.5 0.9 0.6
H 7.896520 7.182759 -15.895843 0.0 0.5 -0.6
C 6.754070 8.554245 -14.818138 1.3 -1.9 0.1
C 7.302616 9.865716 -15.187845 -1.0 1.0 1.9
O 7.976569 9.902680 -16.363646 0.1 -0.7 -1.3
C 8.048250 11.245822 -16.779369 1.1 1.6 -1.2
H 11.529546 6.051457 -12.251068 -0.1 -0.2 -1.1
H 10.303656 5.146040 -11.550127 -0.5 0.5 0.9
H 10.603665 7.044343 -11.403258 -1.4 0.0 0.5
H 8.027822 6.901845 -12.286260 -0.8 0.4 0.0
H 8.073713 5.180201 -12.421834 -0.4 -0.3 -0.2
H 6.460605 6.128577 -14.062125 0.0 -0.2 0.3
H 7.718029 5.365874 -14.978640 0.4 -0.3 0.5
H 6.398647 8.491817 -13.789613 -0.1 0.3 -0.1
H 5.961875 8.352451 -15.539123 0.1 -0.9 0.1
H 7.869036 10.295168 -14.361506 0.2 0.2 0.1
H 6.351864 10.395711 -15.245100 0.0 1.0 0.0
H 8.670958 11.833885 -16.105189 -0.4 0.1 0.4
H 7.092466 11.729939 -16.979838 -0.4 -0.3 0.7
H 8.555904 11.396683 -17.732060 0.2 -0.9 -0.1
C 5.089997 0.940590 -19.585886 0.7 -2.1 0.5
O 4.188199 1.860082 -20.094750 -0.8 0.7 -1.3
C 2.980800 1.257548 -20.691082 0.8 0.5 2.0
C 2.485067 2.158129 -21.805534 1.1 0.4 -1.3
N 3.557175 3.226028 -22.151416 -2.4 0.4 1.3
H 4.473012 2.855994 -21.940659 0.6 0.0 0.2
H 3.461248 3.399241 -23.141816 0.2 0.3 -0.4
C 3.347342 4.539880 -21.329047 1.4 -1.5 -0.9
C 4.611748 5.401686 -21.632802 -0.2 -1.3 0.6
O 5.721267 4.551420 -21.378590 -0.1 -1.1 0.8
C 6.958000 5.273120 -21.405207 -0.8 0.2 -0.2
H 4.531597 0.156644 -19.074313 0.1 -0.4 0.0
H 5.836570 1.249585 -18.854278 -0.6 1.2 0.2
H 5.739224 0.506739 -20.346403 -0.3 -0.3 -0.5
H 2.336782 1.202575 -19.813403 -0.6 0.0 -0.5
H 3.084543 0.237987 -21.062357 0.6 0.1 0.0
H 1.511245 2.632033 -21.682292 0.3 0.1 0.3
H 2.440721 1.585134 -22.731714 -0.3 -0.1 0.1
H 3.373100 4.196738 -20.294783 0.1 0.0 0.0
H 2.330644 4.850322 -21.569966 0.4 0.6 -0.2
H 4.702047 6.185054 -20.880286 -0.5 0.7 -0.7
H 4.684674 5.646935 -22.692344 -0.4 0.9 0.1
H 7.805218 4.624829 -21.181516 -0.3 -0.2 -0.6
H 6.952126 6.017494 -20.608990 -0.1 0.4 -0.1
H 6.936646 5.726011 -22.396434 1.1 0.3 0.1
C 5.989942 -3.935370 -14.029035 0.1 -0.1 -0.1
O 4.852579 -3.087286 -14.185752 -0.2 -0.7 -0.5
C 3.618782 -3.639017 -13.777085 -0.5 1.3 0.3
C 2.557234 -2.553609 -13.919397 0.3 0.4 -0.8
N 2.240591 -2.054777 -15.370745 0.8 -2.2 1.0
H 2.185151 -1.048731 -15.440704 -0.8 1.3 0.8
H 3.043264 -2.121055 -15.980194 1.2 -0.3 0.1
C 1.219336 -2.898917 -16.077013 0.4 1.1 -1.1
C 1.919229 -3.653221 -17.267648 -1.8 -1.7 0.9
O 2.704209 -2.816737 -18.053533 0.8 0.3 -1.0
C 3.307406 -3.414227 -19.260692 -0.7 -0.5 0.4
H 6.431940 -3.909313 -13.033014 -0.2 0.4 0.2
H 6.727344 -3.594052 -14.755561 0.0 0.0 0.2
H 5.783772 -4.990247 -14.210214 -0.3 -0.1 -0.3
H 3.630256 -3.739760 -12.691808 0.0 -0.6 0.3
H 3.243246 -4.556015 -14.231158 0.8 -0.3 -0.4
H 2.919050 -1.742419 -13.287615 -0.4 0.5 -0.5
H 1.634279 -2.968806 -13.514599 -0.1 0.3 -0.1
H 0.475985 -2.215868 -16.488093 0.0 0.1 -0.1
H 0.690336 -3.465943 -15.311032 0.3 -0.6 -0.5
H 1.129861 -4.190475 -17.793329 -0.6 0.7 -0.7
H 2.363742 -4.584466 -16.916536 1.4 0.3 0.5
H 2.566727 -3.879597 -19.911015 -0.5 -0.2 0.4
H 4.041327 -4.184154 -19.022610 0.0 0.1 0.4
H 3.782264 -2.710535 -19.944374 0.0 0.7 0.9
C 5.420259 -1.255871 -9.777315 -1.9 0.1 2.8
O 6.438587 -1.168049 -10.611662 2.1 -0.5 -4.3
C 6.044735 -0.453011 -11.790324 2.6 0.1 -0.4
C 7.235662 -0.662319 -12.774595 2.0 0.6 1.0
N 8.610427 -0.355421 -12.111502 -0.3 -0.8 -0.3
H 8.650671 0.524631 -11.617549 -0.1 0.8 0.0
H 8.707088 -1.033541 -11.369259 -0.1 -0.4 0.5
C 9.918367 -0.539300 -12.941734 -1.7 -0.8 1.1
C 9.932192 -2.050485 -13.373636 0.9 1.1 0.3
O 9.545773 -2.838689 -12.226451 -1.0 -0.4 -2.3
C 9.390307 -4.214276 -12.718374 0.4 0.7 1.7
H 5.337196 -0.253006 -9.358431 -1.1 0.0 0.6
H 5.643030 -1.954332 -8.970689 0.2 0.1 0.1
H 4.521602 -1.642235 -10.258159 -0.5 0.2 -0.1
H 5.882516 0.590399 -11.519984 0.1 0.3 -0.1
H 5.158646 -0.793649 -12.325965 -0.3 -0.5 0.4
H 7.311342 -0.048159 -13.671920 -0.9 -0.2 -0.1
H 7.375224 -1.729166 -12.949119 -0.5 0.1 -0.5
H 10.679828 -0.358918 -12.182952 0.1 -0.1 -0.1
H 9.927487 0.301526 -13.635297 0.2 -0.8 -0.5
H 10.942531 -2.339366 -13.663237 0.4 0.3 0.2
H 9.388895 -2.296325 -14.286044 -0.8 0.3 0.2
H 10.309461 -4.424453 -13.265245 0.0 -0.7 0.4
H 8.538311 -4.518369 -13.326425 -0.3 1.1 -0.6
H 9.173728 -4.752237 -11.795446 0.9 -0.5 -0.1
C 5.669295 -4.834485 -9.100229 -1.2 -0.4 -0.6
O 4.320216 -4.721025 -8.599262 -0.9 -0.1 0.7
C 3.879770 -5.846951 -7.814534 0.3 0.5 -1.0
C 2.473751 -5.584546 -7.222220 0.5 0.4 2.2
N 1.904248 -4.210877 -7.542395 -0.7 -1.7 -2.1
H 1.394058 -3.718912 -6.822836 -0.5 -0.5 0.6
H 2.719041 -3.629793 -7.678564 0.5 0.5 -1.0
C 0.998335 -4.369798 -8.834957 -0.1 1.6 0.7
C 0.387253 -3.007253 -9.256603 2.3 0.2 0.1
O 1.593435 -2.248666 -9.555881 0.1 -2.0 0.5
C 1.545425 -0.913566 -9.864596 -0.4 1.4 -0.1
H 5.504414 -4.920146 -10.174272 0.6 0.0 -0.2
H 6.100239 -5.773340 -8.752453 0.4 0.3 0.1
H 6.234832 -3.926323 -8.891683 0.1 -0.4 0.3
H 4.636272 -5.978224 -7.040858 -0.4 -0.2 0.3
H 3.819944 -6.768379 -8.393751 0.2 0.0 -0.3
H 2.686773 -5.609616 -6.153536 -0.4 0.3 0.2
H 1.712514 -6.357115 -7.330613 0.2 0.2 -0.7
H 0.217519 -5.109689 -8.658914 0.2 0.0 0.5
H 1.623507 -4.720867 -9.655938 0.3 0.1 0.4
H -0.137974 -2.449023 -8.481600 -0.4 -0.4 0.1
H -0.226821 -3.187797 -10.138885 -0.2 0.2 0.0
H 0.882449 -0.347159 -9.210566 -0.5 0.0 0.0
H 1.272332 -0.773773 -10.910526 -0.1 0.3 -0.2
H 2.509585 -0.439197 -9.681639 0.3 -0.4 -0.2
C 7.230434 7.643381 -8.974121 -0.3 -0.4 -0.4
O 6.705852 6.413844 -9.577068 0.2 1.5 0.9
C 7.602628 5.362474 -9.418339 1.0 -1.7 -0.6
C 6.828348 4.088863 -9.712755 -0.7 0.6 -1.0
N 5.605055 4.007659 -8.809640 -0.3 -0.5 -1.4
H 5.843145 3.807718 -7.848682 0.1 -0.8 0.3
H 5.252766 4.953905 -8.784967 -0.2 0.8 0.1
C 4.437484 3.168061 -9.398307 -0.8 0.8 1.1
C 3.695365 2.447333 -8.232373 0.6 -0.9 -1.6
O 4.587078 1.464561 -7.765132 0.9 0.2 0.1
C 4.401523 1.141042 -6.418562 0.3 0.2 1.1
H 8.277814 7.800666 -9.231714 0.2 -0.4 0.2
H 7.079550 7.581213 -7.896408 0.2 0.2 -0.1
H 6.733685 8.513651 -9.403047 -0.5 -0.3 0.1
H 8.215540 5.215059 -8.529121 -0.6 0.7 0.9
H 8.398070 5.456916 -10.157569 0.1 -0.2 -0.4
H 7.393760 3.163434 -9.822319 0.0 0.1 0.9
H 6.390070 4.276665 -10.692929 -0.3 -0.2 -0.2
H 4.796188 2.616885 -10.267579 0.3 -0.7 0.7
H 3.736477 3.867112 -9.854396 0.1 0.4 0.2
H 2.845163 1.841750 -8.546265 -0.5 0.5 -0.8
H 3.259042 3.141535 -7.514166 0.7 0.3 0.3
H 4.988054 0.269892 -6.126739 -0.3 -0.3 -0.5
H 3.341680 1.040037 -6.184839 -0.1 -0.3 0.1
H 4.812854 1.913024 -5.768209 -0.2 0.4 0.1
C 5.073878 7.607938 -18.261939 0.8 -0.3 0.3
O 5.503065 6.484123 -17.472666 0.1 0.7 0.1
C 4.633720 5.457997 -17.055833 0.1 1.3 0.9
C 3.713108 5.917858 -15.891435 -0.1 0.5 0.3
N 2.689700 7.021963 -16.221972 -0.2 -1.6 -0.6
H 3.087620 7.942921 -16.105325 0.4 0.2 0.4
H 2.528858 6.917721 -17.213618 -0.3 0.3 -0.5
C 1.310616 7.038698 -15.539811 1.8 0.4 1.4
C 1.550611 6.898557 -13.988182 0.6 0.7 -0.6
O 2.499520 7.871236 -13.511189 -2.3 0.5 -2.7
C 2.968929 7.661517 -12.221808 1.4 -1.3 1.0
H 4.598866 8.441790 -17.745049 0.0 -0.1 0.7
H 4.380463 7.384671 -19.072746 0.3 -0.5 -0.3
H 6.054409 7.958220 -18.584371 -0.5 0.4 -0.6
H 5.307684 4.775112 -16.538580 -0.2 -0.6 -0.2
H 4.218987 5.011870 -17.959750 -0.7 -0.3 0.3
H 4.292120 6.394208 -15.100274 0.4 -0.3 -0.1
H 3.233405 5.079167 -15.386866 -0.3 0.0 -0.3
H 0.720645 6.217570 -15.946980 0.0 0.2 0.1
H 0.967552 8.025146 -15.851795 -0.6 -0.2 0.3
H 1.970442 5.911566 -13.794059 -0.1 -0.4 0.1
H 0.579403 6.998155 -13.503471 0.0 0.0 0.2
H 3.833222 7.027223 -12.418780 0.4 -0.2 1.0
H 2.318564 7.103419 -11.548274 -0.4 0.1 -0.2
H 3.269057 8.571257 -11.701810 -0.2 0.2 -0.5
B 9.783390 1.612030 -9.826424 2.1 0.8 3.9
F 10.966391 0.987215 -9.539449 0.6 -1.7 0.0
F 9.853897 1.997730 -11.091441 -0.7 1.4 -4.0
F 8.647074 0.875691 -9.611147 -1.5 -1.2 -0.1
F 9.772190 2.698143 -8.925334 -1.0 1.0 -0.2
B 1.669692 5.781088 -8.078725 0.1 0.3 0.7
F 1.518909 4.527966 -8.716272 -1.3 -0.8 -1.0
F 3.002716 5.935927 -8.020645 2.6 1.0 -0.7
F 0.979576 6.808553 -8.787481 0.2 -0.7 0.0
F 1.243760 5.682473 -6.785064 -1.4 -0.1 0.7
B 10.952598 -0.522324 -16.940030 0.6 -0.6 0.5
F 10.939967 -1.866195 -17.261072 -0.1 -1.4 -0.3
F 10.558817 0.167480 -18.061209 -0.2 1.2 -1.2
F 10.000852 -0.299591 -15.958801 -1.9 0.3 1.3
F 12.145656 -0.133693 -16.379850 0.7 0.4 -0.4
```
Forces are in eV/Å.

Results
Total energy   -181756.615 eV
Energy above the lowest of the compared OMol25 structures with the same formula, charge and spin   123.48 kJ/mol
Maximum force   0.105 Eh/bohr
Total charge   +6
HOMO energy   -17.441 eV
LUMO level   -10.56 eV

Here are the Löwdin charges for atoms 1 to 99, given in e:
1 C -0.0188
2 C -0.3557
3 C -0.4193
4 O -0.0449
5 C -0.0083
6 C -0.2542
7 C -0.3721
8 O -0.0094
9 O -0.0887
10 O -0.0764
11 H 0.0949
12 H 0.0849
13 C -0.0555
14 O -0.1641
15 C -0.2090
16 C -0.0851
17 N 0.1352
18 H 0.1797
19 H 0.1616
20 C -0.0109
21 C -0.1533
22 O -0.2109
23 C -0.0838
24 H 0.0926
25 H 0.0587
26 H 0.0997
27 H 0.0928
28 H 0.1316
29 H 0.1223
30 H 0.1429
31 H 0.1336
32 H 0.1210
33 H 0.1181
34 H 0.1232
35 H 0.0792
36 H 0.0716
37 H 0.0850
38 C -0.0712
39 O -0.1829
40 C -0.2565
41 C -0.0659
42 N 0.0813
43 H 0.1616
44 H 0.1118
45 C -0.0561
46 C -0.2033
47 O -0.2178
48 C -0.0163
49 H 0.0837
50 H 0.0903
51 H 0.0770
52 H 0.1160
53 H 0.1247
54 H 0.1400
55 H 0.1282
56 H 0.1366
57 H 0.1463
58 H 0.1446
59 H 0.1249
60 H 0.0798
61 H 0.0992
62 H 0.0932
63 C -0.0309
64 O -0.1692
65 C -0.2276
66 C -0.0831
67 N 0.0632
68 H 0.1652
69 H 0.1641
70 C -0.0457
71 C -0.2157
72 O -0.1866
73 C -0.0207
74 H 0.1124
75 H 0.0531
76 H 0.0859
77 H 0.1060
78 H 0.1094
79 H 0.1297
80 H 0.1201
81 H 0.1237
82 H 0.1383
83 H 0.1515
84 H 0.1131
85 H 0.0950
86 H 0.0873
87 H 0.0953
88 C -0.0421
89 O -0.1910
90 C -0.2252
91 C -0.0373
92 N 0.0901
93 H 0.1013
94 H 0.1238
95 C -0.0163
96 C -0.2254
97 O -0.1947
98 C -0.0571
99 H 0.0809